## a
Formula: C4H12N3
Source: OMol25
Level of theory: ωB97M-V/def2-TZVPD

Cartesian coordinates (Å):
C 0.3171 0.1397 2.2808
C 0.8094 -0.7742 1.2220
C 2.0399 -1.3915 1.1099
N -0.0965 -0.8713 0.0837
H 1.0802 0.2623 3.0448
H 0.1374 1.1193 1.8068
H -0.6363 -0.2150 2.6798
H 2.3258 -1.9555 0.2257
H 2.7851 -1.2822 1.8923
H -1.0266 -0.4611 0.2638
H -0.2380 -1.8316 -0.2613
H 0.2982 -0.3385 -0.7653
N -2.0278 0.5773 -1.6209
C -0.9428 1.3716 -1.8795
N 0.2294 0.8632 -2.0833
H -1.9680 -0.3127 -2.0979
H -2.9245 1.0411 -1.7218
H -1.0436 2.4557 -1.8549
H 0.8816 1.6035 -2.3245

Properties
⟨S²⟩ = 0.75
charge = +2
gap between HOMO and LUMO (alpha / beta) = 0.305 / 0.152 Ha
highest occupied orbital energy (alpha / beta) = -17.9 / -17.9 eV
multiplicity = 2

=====

## b
Formula: C4H12N3
Source: OMol25
Level of theory: ωB97M-V/def2-TZVPD

Cartesian coordinates (Å):
C -1.3738 -1.3926 -0.2380
C -0.1368 -0.8250 -0.9700
C 0.7019 0.0872 -0.1631
C 1.4838 1.0850 -0.7837
N 2.3374 1.8868 -0.1666
N 0.3202 0.0915 1.2079
N -2.0881 -0.3188 0.4799
H -1.1494 -2.1353 0.5446
H -1.9354 -1.9581 -0.9646
H -0.3922 -0.4530 -1.9412
H 0.4610 -1.7330 -1.1446
H 1.6539 1.0173 -1.8372
H 2.2803 2.0516 0.8375
H 2.8057 2.7096 -0.5528
H 0.4173 -0.8041 1.6739
H -0.8773 0.1941 1.0900
H 0.7842 0.7850 1.7961
H -2.5971 0.3429 -0.0933
H -2.6954 -0.6310 1.2252

Properties
⟨S²⟩ = 0.76
charge = +2
gap between HOMO and LUMO (alpha / beta) = 0.381 / 0.300 Ha
highest occupied orbital energy (alpha / beta) = -18.4 / -19.5 eV
multiplicity = 2

=====

Which one is most stable, and which one is least stable? b is the most stable of them, while a is the least stable.

=====

## a
Formula: C15H18N4O4
Source: OMol25
Level of theory: ωB97M-V/def2-TZVPD

Cartesian coordinates (Å):
C -2.3214 1.2981 -0.8395
C -1.0876 0.5085 -1.2397
C -3.5674 0.4156 -0.8010
C -3.2639 -0.8556 -0.0414
C -3.1647 -0.9890 1.2455
C -2.2858 -2.6306 0.1296
C -0.1045 0.8021 1.0333
C 0.5081 2.1460 0.8143
C 0.9270 -0.0993 1.8672
C 2.0812 -0.4129 0.9761
C 3.1081 0.4936 0.7413
C 2.0172 -1.6124 0.1936
C 4.2428 0.3421 -0.1020
C 2.8965 -1.5253 -0.8915
C 4.1224 -0.8318 -0.8582
H -2.0220 3.2221 -1.5003
H -2.6585 2.0064 -2.6811
H -2.0870 1.7839 0.1178
H -4.4982 0.9495 -0.5335
H -3.8528 -0.0255 -1.8222
H -3.4575 -0.1685 1.9680
H -1.9184 -3.6368 -0.1961
H -2.2118 -2.8277 2.1839
H 0.5410 -0.4848 -0.4223
H -1.0597 0.8015 1.6260
H 1.2886 0.5299 2.6129
H 0.4559 -0.9353 2.4191
H 3.1438 1.2153 1.4923
H 1.1514 -2.3407 0.2731
H 5.0854 0.8577 -0.2090
H 2.9145 -2.2261 -1.7743
H 5.9718 -0.9398 -1.2469
H 1.5427 2.9605 -0.5483
N -2.6636 2.4109 -1.6738
N -2.8613 -1.9246 -0.7553
N -2.5324 -2.2591 1.3780
N -0.3261 0.0331 -0.2159
O -1.0236 0.1217 -2.3846
O 0.9006 2.9429 1.6812
O 5.1182 -1.3338 -1.6331
O 0.9510 2.2180 -0.3834

Properties
charge = 0
gap between HOMO and LUMO = 0.335 Ha
highest occupied orbital energy = -8.7 eV

=====

## b
Formula: C15H18N4O4
Source: OMol25
Level of theory: ωB97M-V/def2-TZVPD

Cartesian coordinates (Å):
N -3.5200 -1.6225 0.5365
C -3.2324 -1.9598 -0.7418
O -3.6227 -2.9826 -1.2717
C -2.4553 -0.9377 -1.5654
C -2.9252 0.5331 -1.4218
N -2.7260 1.1307 -0.0721
C -1.5518 1.5985 0.4808
O -1.6513 2.3789 1.4245
C -0.1867 1.0887 -0.0247
N 0.0575 1.3288 -1.4638
C 0.9186 1.7151 0.8126
C 2.2867 1.1005 0.6011
C 3.3332 1.7496 -0.0516
N 4.4233 0.9148 -0.0710
C 4.1202 -0.2479 0.5461
C 4.9005 -1.3705 0.7749
C 4.2093 -2.4939 1.3410
C 2.8994 -2.4172 1.8004
C 2.2049 -1.2343 1.6924
C 2.7877 -0.1749 0.9499
C -4.3763 0.5859 -1.7822
O -4.6904 0.5885 -2.9575
O -5.3414 0.5868 -0.8139
H -3.7718 -2.3581 1.1703
H -3.0625 -0.8330 1.0272
H -1.4138 -0.9642 -1.2083
H -2.5151 -1.3137 -2.5872
H -2.3934 1.1162 -2.1534
H -3.4545 1.7490 0.2223
H -0.2323 -0.0263 0.1511
H 0.9783 0.9236 -1.6950
H 0.2077 2.3106 -1.6055
H 0.9682 2.7946 0.5760
H 0.6434 1.6453 1.8733
H 3.4367 2.8086 -0.3629
H 5.3203 1.2090 -0.4432
H 5.9637 -1.4017 0.5117
H 4.7966 -3.3952 1.4616
H 2.4423 -3.3004 2.2456
H 1.1913 -1.0497 2.0797
H -4.9666 0.2268 0.0140

Properties
charge = 0
gap between HOMO and LUMO = 0.313 Ha
SMILES = NC(=O)C[C@H](NC(=O)[C@@H](N)Cc1c[nH]c2ccccc12)C(=O)O
highest occupied orbital energy = -8.2 eV

=====

Which one is most stable, and which one is least stable? b is the most stable of them, while a is the least stable.